Here is a molecular structure, C26H49NSbSeSi3Tl at a distorted geometry from OMol25. Energies are from ωB97M-V/def2-TZVPD.

The value obtained for the frontier orbital gap (alpha / beta) is 0.2218 / 0.2261 Eh. The total energy comes out at -129445.7659 eV. As for the lowest unoccupied orbital energy (alpha / beta): -7.94 / -7.77 eV. The largest force on an atom is 1.4 eV Å⁻¹. The charge is +2. The relative energy (zero: lowest compared OMol25 entry of this formula, charge and spin) comes out at 0.0 kJ/mol. The HOMO energy (alpha / beta) is -14.0 / -13.9 eV.

CARTESIAN COORDINATES (ANGSTROEM)
Tl 1.22453 -0.22842 -0.67022
C 5.13384 -0.75937 0.63241
C 4.21894 0.19442 -0.09738
C 3.63388 1.26140 0.62030
C 3.83901 1.36985 2.10057
C 3.00195 2.31680 -0.07764
C 2.47018 3.50271 0.67318
C 2.94352 2.27149 -1.48446
C 2.55649 3.51572 -2.24294
C 3.37669 1.13133 -2.18745
C 3.26318 1.05350 -3.68500
C 4.03275 0.08923 -1.48458
C 4.68625 -1.04877 -2.24388
H 4.60869 -1.65047 1.01793
H 5.61813 -0.28062 1.47437
H 5.91786 -1.12464 -0.03062
H 4.75672 1.92767 2.33098
H 3.93918 0.41159 2.57975
H 3.02255 1.91692 2.58390
H 3.26823 4.16891 0.98278
H 1.95845 3.23468 1.59535
H 1.77824 4.10766 0.08538
H 1.47399 3.61521 -2.39531
H 3.01442 3.51837 -3.22494
H 2.89168 4.41895 -1.72585
H 4.21465 1.26524 -4.16273
H 2.52512 1.75754 -4.09915
H 2.96627 0.06379 -3.98706
H 5.69093 -0.73441 -2.53854
H 4.14871 -1.32443 -3.15507
H 4.76528 -1.94641 -1.62828
C -3.98059 3.55271 0.48170
Si -3.43456 2.67431 1.97695
C -2.47546 3.69676 3.13178
C -4.83551 1.80276 2.80622
Sb -1.86781 0.67455 1.16895
Si -3.09979 -0.80639 -0.63768
C -2.13801 -2.36978 -0.79994
C -3.13549 0.14368 -2.19146
C -4.77187 -1.14453 0.03899
Si -0.75003 -0.73939 3.09892
C 0.19608 -2.14386 2.36750
C -2.18087 -1.33398 4.09978
C 0.37699 0.34833 4.03537
H -4.65188 4.36279 0.76129
H -4.52275 2.89628 -0.18906
H -3.13438 3.97911 -0.03779
H -3.12158 4.51603 3.45702
H -1.58223 4.09628 2.67773
H -2.19358 3.13249 4.01853
H -5.56101 2.54530 3.13349
H -4.55044 1.23882 3.68920
H -5.34091 1.14666 2.10312
H -1.08333 -2.19553 -0.98621
H -2.53994 -2.91930 -1.64564
H -2.22747 -3.00441 0.07455
H -2.13266 0.34738 -2.55786
H -3.66132 1.09541 -2.10045
H -3.65658 -0.45365 -2.94384
H -4.73257 -1.52288 1.05526
H -5.23629 -1.90577 -0.58406
H -5.42425 -0.28207 0.02513
H -0.42826 -2.77526 1.73664
H 0.54020 -2.75788 3.19176
H 1.09096 -1.84885 1.80076
H -2.89289 -1.91364 3.52354
H -2.70905 -0.53318 4.60007
H -1.77228 -1.97178 4.88622
H 1.21620 0.65346 3.41553
H 0.77886 -0.21961 4.87923
H -0.12056 1.23962 4.38340
Se 1.39191 -2.59252 -2.90108
C 0.00546 -3.79153 -3.21138
C -0.24356 -4.85094 -2.35591
C -1.29803 -5.68562 -2.64633
N -2.08201 -5.52405 -3.69758
C -1.84789 -4.50471 -4.50544
C -0.82655 -3.61760 -4.31170
H 0.38292 -5.03360 -1.50071
H -1.51302 -6.52369 -1.99820
H -2.51609 -4.39878 -5.35972
H -0.64653 -2.79338 -5.01244


Here is 4 unconnected molecules or ions with the total composition C26H50B2FN4O20S4 at a distorted geometry from OMol25. Energies are from ωB97M-V/def2-TZVPD.

The value obtained for the frontier orbital gap is 0.2227 Eh. The total energy comes out at -122070.6582 eV. As for the lowest unoccupied orbital energy: -5.22 eV. The largest force on an atom is 12.2 eV Å⁻¹. The charge is +1. The HOMO energy is -11.3 eV.

CARTESIAN COORDINATES (ANGSTROEM)
C 2.24165 2.77825 -0.54079
C 1.02433 2.35128 -1.60567
C 0.78081 0.70076 -1.61800
O -0.15516 0.26004 -0.53734
C -0.30158 -1.20683 -0.54656
C 0.26025 -1.93211 0.85159
C 1.54632 -1.08601 1.41275
C 1.19340 0.05846 2.53483
O 1.22560 1.37004 2.21084
C -1.10951 -2.05858 1.73961
C -2.44195 -1.12304 1.89266
C -2.17060 0.43358 2.31898
F -1.78100 0.56476 3.75043
N -1.07443 -3.26335 2.45319
O -1.98564 -3.80996 3.27683
C -2.02633 -3.14941 4.59012
N -1.79642 -2.71128 5.81032
C 0.17950 -4.06316 2.18168
S -0.53193 -5.79968 1.92322
O 1.37686 -3.89038 3.01262
C 1.18261 -4.34175 4.39706
C 2.72033 -4.53888 5.02597
N 3.36901 -3.17538 5.15723
C 4.86688 -3.21550 4.94274
C 5.45256 -2.00619 3.98937
C 5.38236 -2.37034 2.36026
O 4.83682 -0.67902 4.27244
C 0.45714 -3.57524 0.60567
B -0.56051 -4.30864 -0.49367
O -1.98336 -3.97348 -0.69180
O -0.03231 -5.43879 -1.33739
B 1.93964 -3.99513 -0.05938
O 2.92285 -4.88296 0.59102
N 2.32522 -3.47792 -1.46676
C 3.02806 -4.61839 -2.20703
C 3.36320 -2.38077 -1.38399
H 3.16214 3.27892 -1.11048
H 2.69464 1.83371 0.00571
H 1.82005 3.51318 0.27562
H 1.48488 2.59044 -2.68094
H 0.03639 2.95539 -1.41407
H 1.85673 0.23024 -1.51208
H 0.39075 0.35187 -2.69040
H -1.46510 -1.41611 -0.71284
H 0.32925 -1.60238 -1.47864
H 2.39893 -1.76472 1.90008
H 2.10007 -0.51365 0.52326
H 0.86463 -0.17233 3.65893
H -2.97547 -1.10567 0.82799
H -3.26651 -1.56350 2.63428
H -1.39284 0.99738 1.64903
H -3.20224 1.00809 2.20469
H -0.91418 -6.20764 3.22809
H 0.69731 -3.49229 5.08147
H 0.66653 -5.38485 4.51739
H 3.31977 -5.10444 4.16332
H 2.73486 -5.18859 5.99948
H 2.93359 -2.45618 4.53908
H 5.28285 -4.22957 4.53057
H 5.36164 -3.04681 6.01612
H 6.61633 -1.85579 4.20671
H 4.57834 -1.72210 1.79561
H 5.19367 -3.52426 2.26564
H 6.43050 -2.05979 1.88456
H 4.71987 -0.17610 3.39749
H -2.02520 -3.39871 -1.53618
H -0.00321 -5.16425 -2.30469
H 2.38850 -5.62288 1.00399
H 4.10343 -4.86130 -1.74980
H 2.43750 -5.63628 -2.17041
H 3.07858 -4.30671 -3.34475
H 2.99685 -1.52588 -2.13246
H 3.55815 -1.98704 -0.29857
H 4.42949 -2.70609 -1.80776
C -3.97048 2.23268 -1.83264
C -4.56241 3.63315 -1.69832
O -3.60339 4.50255 -2.29599
S -2.85474 3.71111 -3.50990
O -3.49735 4.07866 -4.75211
O -1.42801 3.80365 -3.30427
O -3.34008 2.20641 -3.11213
H -3.20403 2.05409 -1.07158
H -4.73471 1.45355 -1.76804
H -4.73977 3.91227 -0.65697
H -5.49666 3.72190 -2.26280
C -5.94542 8.34846 0.60653
C -7.19125 7.77990 1.28058
O -7.80811 6.95802 0.29226
S -6.65007 6.31099 -0.65680
O -6.36576 4.97715 -0.17600
O -6.97499 6.59846 -2.03455
O -5.42912 7.28839 -0.19652
H -6.20098 9.18300 -0.05436
H -5.19657 8.67641 1.33244
H -7.87739 8.56166 1.61501
H -6.92364 7.14299 2.13032
C 0.41864 2.33688 -6.35877
C -0.17329 3.73734 -6.22445
O 0.78573 4.60674 -6.82212
S 1.53438 3.81531 -8.03603
O 0.89177 4.18286 -9.27824
O 2.96111 3.90785 -7.83041
O 1.04905 2.31061 -7.63826
H 1.18510 2.15829 -5.59771
H -0.34559 1.55775 -6.29417
H -0.35064 4.01647 -5.18311
H -1.10754 3.82610 -6.78893


Here is a molecular structure, C26H50LaNP3S at a distorted geometry from OMol25. Energies are from ωB97M-V/def2-TZVPD.

The value obtained for the frontier orbital gap (alpha / beta) is 0.1984 / 0.1983 Eh. The total energy comes out at -68795.7593 eV. As for the lowest unoccupied orbital energy (alpha / beta): -9.24 / -9.24 eV. The largest force on an atom is 5.5 eV Å⁻¹. The charge is +3. The relative energy (zero: lowest compared OMol25 entry of this formula, charge and spin) comes out at 7.3 kJ/mol. The HOMO energy (alpha / beta) is -14.6 / -14.6 eV.

CARTESIAN COORDINATES (ANGSTROEM)
La 0.54149 0.03455 -1.11782
P -1.51741 -1.54200 1.56263
P 2.22717 -1.82572 0.35130
P -0.86664 -2.24058 -2.04944
H -0.57959 4.88849 -0.82183
C -1.25149 4.56593 -1.64655
C -2.46511 4.00516 -1.50081
H -2.92933 3.77049 -0.52321
C -1.98296 -1.14488 3.29893
C -1.22389 -3.33872 1.82338
C -3.24975 -1.63416 0.94577
C 3.48968 -1.09499 -0.80597
C 3.14893 -1.88219 1.93625
C 2.24295 -3.58352 -0.16473
C -2.27989 -1.51765 -2.96661
C -1.27818 -4.00927 -1.79946
C 0.43935 -2.23346 -3.38043
H -0.86404 4.71092 -2.65653
H -3.01295 3.68218 -2.39799
H -2.20000 -0.07209 3.38727
H -1.16848 -1.39876 3.99385
H -2.89001 -1.72166 3.56271
H -0.25368 -3.46713 2.31775
H -1.22015 -3.87826 0.86998
H -2.01232 -3.73648 2.47812
H -3.57866 -0.61460 0.71069
H -3.89161 -2.03881 1.73998
H -3.32022 -2.25867 0.04637
H 4.32832 -1.79473 -0.81330
H 3.85931 -0.11588 -0.45601
H 3.11891 -0.99089 -1.85155
H 3.96422 -2.61702 1.90155
H 2.49956 -2.14871 2.78643
H 3.60848 -0.90758 2.16361
H 3.20939 -4.00821 0.11956
H 2.11448 -3.69713 -1.25101
H 1.44531 -4.16447 0.31906
H -2.29638 -1.81488 -4.02331
H -2.23865 -0.41636 -2.94587
H -3.23346 -1.80137 -2.51185
H -1.52735 -4.53541 -2.73060
H -2.14037 -4.16273 -1.13147
H -0.42628 -4.54571 -1.35100
H -0.07090 -2.35946 -4.34730
H 1.13492 -3.07211 -3.25710
H 1.09338 -1.34234 -3.45989
C -0.24670 1.71311 -4.95535
C 0.72748 1.46855 -5.94902
C 0.66853 2.15890 -7.16661
C -0.34810 3.10684 -7.39089
C -1.44103 3.13632 -6.51326
C -1.41515 2.40691 -5.33144
S -0.14152 1.08297 -3.35269
H 0.59275 1.97186 -2.33601
H 1.52863 0.75168 -5.76656
H 1.41197 1.96830 -7.95561
H -0.29409 3.80282 -8.22490
H -2.32286 3.72353 -6.78564
H -2.28654 2.35523 -4.68178
C 1.67439 -0.66716 5.28177
N 1.76898 0.78808 4.92924
C 2.86373 1.48755 5.69891
C 1.73799 1.07621 3.38977
C 0.45514 1.75148 2.95287
C -0.02483 2.80061 3.76868
C -1.27660 3.35270 3.55441
C -2.00685 2.94906 2.42802
C -1.43883 2.04795 1.48697
C -0.25010 1.41938 1.78562
H 2.54847 -1.22751 4.92950
H 0.75924 -1.07902 4.84793
H 1.61240 -0.72434 6.36934
H 0.89050 1.18559 5.31450
H 3.86047 1.18410 5.34385
H 2.70930 2.56119 5.57322
H 2.73038 1.20738 6.74854
H 2.60761 1.72601 3.19045
H 1.86650 0.13938 2.82837
H 0.60666 3.14689 4.59257
H -1.67510 4.09673 4.25469
H -3.01134 3.31861 2.27252
H -1.93757 1.88299 0.51445